Record 1
The following is a quantum chemistry calculation of C6H12N2O as an isolated structure in a non-equilibrium geometry, from the Open Molecules 2025 dataset.

The energy above the lowest of the compared OMol25 structures with the same formula, charge and spin is 301.1 kcal per mole. As for the HOMO energy: -8.672 eV. The orbital gap comes out at 7.784 eV. Its charge is 0.

Element x y z (Å)
C (-2.380, -1.304, -0.254)
C (-2.492, 1.237, 0.063)
C (-0.441, -0.021, 0.156)
C (0.619, -1.340, 0.426)
C (3.070, -0.573, -0.297)
C (0.874, 0.852, 0.060)
H (-2.626, -1.658, 0.867)
H (-3.142, -1.496, -0.937)
H (-1.685, -2.141, -0.610)
H (-1.725, 1.959, -0.513)
H (-2.348, 1.085, 1.465)
H (-3.642, 1.140, -0.076)
H (-0.660, 0.004, 1.339)
H (0.278, -1.695, 1.580)
H (0.596, -2.166, -0.344)
H (3.176, -2.313, -0.661)
H (3.653, -0.073, 1.051)
H (3.210, 0.434, -1.700)
N (-1.717, -0.017, -0.425)
N (1.668, -0.285, 0.133)
O (1.219, 1.991, -0.043)

natural (NBO) atomic charge list, values in e, 6 entries:
1. C -0.419
2. C -0.429
3. C -0.106
4. C -0.212
5. C -0.425
6. C 0.684

Record 2
The following is a quantum chemistry calculation of one molecule with the formula C6H12N2O in a non-equilibrium geometry, from the Open Molecules 2025 dataset.

The energy above the lowest of the compared OMol25 structures with the same formula, charge and spin is 94.6 kcal per mole. As for the HOMO energy: -7.367 eV. The orbital gap comes out at 7.967 eV. Its charge is 0.

Element x y z (Å)
C (0.657, 0.156, 0.539)
C (-0.874, 0.363, 0.462)
C (-1.706, -0.272, -1.935)
C (1.396, 1.292, 1.226)
C (1.078, -1.212, 1.050)
N (-0.764, 0.410, -1.082)
C (0.669, 0.270, -1.035)
O (-1.723, -0.602, 0.941)
N (0.084, 1.433, -1.496)
H (-1.282, -1.461, 0.936)
H (-1.233, 1.336, 0.805)
H (1.195, -0.468, -1.641)
H (-1.814, -1.316, -1.634)
H (-2.673, 0.227, -1.867)
H (-1.341, -0.215, -2.959)
H (1.156, 2.223, 0.719)
H (2.469, 1.134, 1.167)
H (1.106, 1.365, 2.271)
H (0.671, -2.018, 0.438)
H (2.162, -1.290, 1.010)
H (0.767, -1.355, 2.084)

natural (NBO) atomic charge list, values in e, 6 entries:
1. C -0.121
2. C 0.261
3. C -0.408
4. C -0.611
5. C -0.630
6. N -0.129

Record 3
The following is a quantum chemistry calculation of one molecule with the formula C6H12N2O, from the Open Molecules 2025 dataset.

The energy above the lowest of the compared OMol25 structures with the same formula, charge and spin is 38.5 kcal per mole. As for the HOMO energy: -9.128 eV. The orbital gap comes out at 10.076 eV. Its charge is 0.

Element x y z (Å)
C (0.194, -2.117, 1.588)
C (-1.064, -0.219, 0.842)
C (-1.927, -0.691, -0.297)
O (-0.639, -1.026, 1.895)
H (-1.327, 0.746, 1.265)
H (0.348, -2.642, 2.529)
H (-0.270, -2.804, 0.871)
H (1.164, -1.786, 1.199)
H (-2.139, -1.744, -0.383)
H (-2.739, -0.051, -0.608)
C (1.248, 1.434, -0.887)
N (1.373, 2.199, 0.236)
C (-0.509, -0.237, -0.545)
C (-0.180, 1.062, -1.253)
N (2.296, 1.098, -1.516)
H (0.657, 2.126, 0.942)
H (2.319, 2.303, 0.572)
H (2.129, 0.598, -2.382)
H (0.196, -1.023, -0.785)
H (-0.262, 0.923, -2.336)
H (-0.868, 1.852, -0.948)

natural (NBO) atomic charge list, values in e, 6 entries:
1. C -0.253
2. C 0.097
3. C -0.456
4. O -0.516
5. H 0.186
6. H 0.198

Record 4
The following is a quantum chemistry calculation of one molecule with the formula C6H12N2O in a non-equilibrium geometry, from the Open Molecules 2025 dataset.

The energy above the lowest of the compared OMol25 structures with the same formula, charge and spin is 79.4 kcal per mole. As for the HOMO energy: -9.394 eV. The orbital gap comes out at 10.146 eV. Its charge is 0.

Element x y z (Å)
C (1.464, -1.400, -0.112)
C (0.738, -0.066, 0.068)
C (0.239, 0.436, -1.294)
C (0.020, 1.930, -1.386)
N (-1.074, 2.472, -0.850)
N (-0.382, -0.043, 1.015)
C (-1.321, -1.144, 1.094)
C (-0.383, -0.853, 2.211)
H (2.304, -1.260, -0.805)
H (1.879, -1.774, 0.833)
H (0.805, -2.170, -0.537)
H (1.465, 0.662, 0.463)
H (0.955, 0.164, -2.080)
H (-0.709, -0.073, -1.537)
H (-2.374, -0.865, 1.168)
H (-1.124, -2.039, 0.499)
H (0.439, -1.555, 2.368)
H (-0.740, -0.357, 3.116)
O (0.171, 2.494, -2.524)
H (-1.212, 2.222, 0.132)
H (-1.160, 3.218, -1.842)

natural (NBO) atomic charge list, values in e, 6 entries:
1. C -0.638
2. C -0.043
3. C -0.477
4. C 0.632
5. N -0.857
6. N -0.432

Record 5
The following is a quantum chemistry calculation of a 2-piece molecular cluster, C6H12N2O overall, from the Open Molecules 2025 dataset.

The energy above the lowest of the compared OMol25 structures with the same formula, charge and spin is 35.4 kcal per mole. As for the HOMO energy: -9.206 eV. The orbital gap comes out at 9.648 eV. Its charge is 0.

Element x y z (Å)
C (1.234, 1.428, 0.791)
C (1.436, 0.232, -1.342)
N (1.435, 0.182, 0.100)
C (1.441, -1.000, 0.732)
O (1.490, -2.086, 0.200)
H (1.422, -0.882, 1.832)
H (0.183, 1.732, 0.731)
H (1.860, 2.200, 0.343)
H (1.504, 1.318, 1.840)
H (2.277, 0.831, -1.697)
H (1.532, -0.787, -1.711)
H (0.503, 0.666, -1.709)
C (-1.644, -0.826, 0.873)
C (-1.737, -0.944, -0.576)
C (-2.094, 0.067, -1.361)
N (-1.681, 0.302, 1.441)
H (-1.619, 0.273, 2.457)
H (-1.540, -1.781, 1.403)
H (-1.499, -1.917, -0.983)
H (-2.339, 1.025, -0.933)
H (-2.165, -0.034, -2.431)

natural (NBO) atomic charge list, values in e, 6 entries:
1. C -0.410
2. C -0.423
3. N -0.430
4. C 0.535
5. O -0.636
6. H 0.105

Question: What is the charge in the fourth record?
Answer: 0

Question: Look up the charge of the fifth one.
Answer: 0

Question: What is the orbital gap in the fourth record?
Answer: 10.146 eV

Question: What is the charge in the fourth record?
Answer: 0